(1)
The following is a quantum chemistry calculation of 5 unconnected molecules or ions with the total composition C24H44ClF2N3O17P in a non-equilibrium geometry, from the OMol25 dataset.

Max |F|   2.13 eV Å⁻¹
Frontier orbital gap   9.7 eV
Total charge   +1
Highest occupied orbital energy   -12.77 eV
E_LUMO   -3.04 eV
Electronic energy   -3385.29323 a.u.

Atoms and positions in Å:
Cl1 -1.90 -0.47 -2.78
P1 -0.14 4.59 2.22
F1 -0.16 -0.02 4.30
F2 -3.73 -1.18 2.05
O1 1.76 0.48 1.07
O2 4.61 0.13 3.74
O3 -7.14 -0.87 -0.44
O4 2.26 -4.31 -2.48
O5 5.06 -0.47 5.87
O6 -1.74 -2.09 1.64
O7 -1.15 5.47 2.84
O8 -1.87 -1.40 4.71
O9 3.92 1.37 -3.93
O10 0.40 -4.18 -1.39
O11 1.98 -2.62 -1.01
O12 1.39 -1.29 2.35
O13 4.65 1.23 -6.06
O14 2.64 0.44 -5.41
O15 -7.94 -1.15 1.65
O16 6.54 -0.75 4.18
O17 -9.06 -1.99 0.00
N1 -0.14 2.72 0.27
N2 -0.90 0.54 1.93
N3 -1.85 -0.14 2.82
C1 7.47 -1.31 5.12
C2 -1.50 1.98 -1.63
C3 -1.32 -0.62 4.06
C4 -0.52 1.90 2.49
C5 2.41 0.01 -6.76
C6 5.38 -0.38 4.72
C7 1.90 0.87 -0.31
C8 -2.59 1.08 -2.22
C9 5.16 1.98 -3.57
C10 3.57 -3.81 -2.79
C11 -6.82 -0.42 2.12
C12 -9.23 -2.24 -1.40
C13 -2.43 -1.28 2.10
C14 -3.29 1.79 -3.38
C15 1.83 -0.84 1.33
C16 -7.98 -1.30 0.32
C17 0.57 0.64 -0.96
C18 -0.36 -3.52 -0.38
C19 -0.62 1.51 -0.43
C20 1.59 -3.61 -1.57
C21 -1.46 0.64 0.52
C22 3.32 0.56 4.19
C23 3.82 1.04 -5.22
C24 -0.82 3.02 1.53
H1 -0.01 0.00 1.92
H2 -6.90 -0.40 3.20
H3 -1.08 2.03 3.42
H4 0.88 4.11 3.05
H5 5.08 2.17 -2.50
H6 -2.48 1.03 0.64
H7 1.43 -0.46 -6.75
H8 -3.90 1.08 -3.95
H9 -5.90 -0.92 1.82
H10 4.20 -3.82 -1.90
H11 2.25 -1.45 0.51
H12 -2.01 2.90 -1.33
H13 8.35 -1.56 4.54
H14 2.67 0.26 -0.81
H15 -9.31 -1.31 -1.95
H16 -0.22 3.51 -0.36
H17 2.76 -0.28 4.60
H18 0.35 -0.43 -0.80
H19 -1.91 3.17 1.44
H20 7.71 -0.59 5.90
H21 2.82 0.93 3.30
H22 2.42 0.86 -7.44
H23 -8.39 -2.82 -1.78
H24 0.13 -3.60 0.59
H25 -10.15 -2.81 -1.48
H26 3.41 1.35 4.92
H27 0.67 0.74 -2.05
H28 7.05 -2.21 5.58
H29 -2.56 2.23 -4.07
H30 3.17 -0.71 -7.07
H31 -0.81 2.23 -2.45
H32 0.55 1.84 2.73
H33 0.55 5.10 1.11
H34 3.97 -4.49 -3.53
H35 5.32 2.91 -4.10
H36 -3.95 2.58 -3.00
H37 -1.50 -0.35 0.08
H38 -3.35 0.85 -1.47
H39 -0.44 -2.47 -0.67
H40 6.00 1.31 -3.75
H41 -1.35 -3.97 -0.34
H42 3.51 -2.80 -3.18
H43 2.25 1.90 -0.33
H44 -6.83 0.60 1.73

What are the Mulliken partial charges on each atom? They are as follows, in elementary charge units: Cl -0.1585; P 0.3937; F -0.0841; F -0.2264; O -0.1205; O -0.2414; O -0.5479; O -0.3795; O -0.5325; O -0.2838; O -0.6290; O -0.3927; O -0.1665; O -0.3511; O -0.5860; O -0.4683; O -0.5389; O -0.1962; O -0.3140; O -0.3362; O -0.3246; N -0.2780; N 2.0103; N -0.2523; C -0.6342; C -2.2153; C 0.4158; C -0.5195; C -0.6814; C 0.6835; C -1.3054; C 0.6308; C -0.6730; C -0.5505; C -0.4053; C -0.6194; C 0.2673; C -1.4895; C -0.0607; C 0.8087; C -0.1634; C -0.2746; C 2.8792; C 0.7100; C -3.4813; C -0.4260; C 0.6411; C 0.0092; H -0.5203; H 0.2803; H 0.5326; H 0.0821; H 0.1612; H 0.6554; H 0.2023; H 0.4179; H 0.1084; H 0.2902; H 0.5765; H 0.4934; H 0.2239; H 0.4600; H 0.2933; H 0.5548; H 0.3404; H -0.9161; H 0.3544; H 0.3034; H -0.2203; H 0.3057; H 0.2965; H 0.3306; H 0.2160; H 0.5256; H 0.9511; H 0.2981; H 0.3549; H 0.3069; H 0.5827; H 0.0149; H 0.0868; H 0.2533; H 0.3183; H 0.3867; H 0.8398; H 0.3488; H -0.1467; H 0.3332; H 0.3444; H 0.1943; H 0.3411; H 0.3014

---

(2)
The following is a quantum chemistry calculation of 7 unconnected molecules or ions with the total composition C24H44F3O23PS in a non-equilibrium geometry, from the OMol25 dataset.

Max |F|   8.70 eV Å⁻¹
Frontier orbital gap   8.6 eV
Highest occupied orbital energy   -8.81 eV
E_LUMO   -0.24 eV
Electronic energy   -3710.39962 a.u.
Structure (SMILES)   CP(C)[C@H]1OC(=O)O[C@H]1S(=O)(=O)C(F)(F)F.COC(=O)OC.COC(=O)OC.COC(=O)OC.COC(=O)OC.COC(=O)OC.COC(=O)OC

Atoms and positions in Å:
S1 -4.70 1.42 -1.19
P1 -1.56 -0.11 -0.32
F1 -4.60 -1.29 -0.52
F2 -5.85 0.12 0.87
F3 -6.60 -0.52 -1.29
O1 2.13 2.66 -0.20
O2 13.93 -3.83 0.42
O3 -5.27 8.69 1.43
O4 -5.38 6.43 1.67
O5 7.05 -1.36 -1.59
O6 12.07 -2.53 0.62
O7 -9.32 -3.28 -1.81
O8 -1.37 4.95 -1.22
O9 -3.26 3.55 -0.61
O10 4.12 2.92 -1.28
O11 8.52 -2.94 -2.30
O12 -2.33 -5.17 2.67
O13 -1.44 2.54 -1.51
O14 -10.65 -1.57 -1.12
O15 -4.27 1.27 -2.64
O16 -3.75 -3.52 2.66
O17 -4.83 7.45 -0.29
O18 2.71 4.57 -1.29
O19 13.89 -1.89 1.61
O20 8.58 -2.33 -0.21
O21 -5.84 2.43 -1.21
O22 -11.49 -3.07 -2.45
O23 -4.31 -5.44 3.75
C1 -0.32 -0.70 -1.63
C2 11.36 -3.47 -0.19
C3 -5.18 7.42 1.00
C4 -1.01 -0.53 1.44
C5 -10.38 -2.70 -1.79
C6 -3.37 2.17 -0.12
C7 -5.64 8.82 2.80
C8 1.45 5.13 -0.92
C9 8.08 -1.53 0.86
C10 -5.46 -0.16 -0.50
C11 15.27 -2.10 1.92
C12 4.47 1.59 -0.88
C13 -3.54 -4.78 3.09
C14 -1.83 1.76 -0.35
C15 -9.55 -1.06 -0.37
C16 -5.01 -2.97 3.03
C17 -4.69 6.15 -0.89
C18 7.96 -2.13 -1.39
C19 -1.97 -6.49 3.06
C20 13.35 -2.85 0.84
C21 7.96 -2.83 -3.61
C22 -11.35 -4.26 -3.22
C23 -1.94 3.85 -1.14
C24 2.91 3.32 -0.86
H1 -10.60 -4.13 -3.99
H2 -5.83 -3.56 2.61
H3 -1.27 2.30 0.50
H4 -11.11 -5.11 -2.57
H5 -5.69 9.88 3.04
H6 -4.40 6.29 -1.93
H7 -0.01 -1.77 -1.32
H8 8.09 -1.82 -4.00
H9 -0.87 -0.84 -2.64
H10 0.63 4.55 -1.34
H11 -5.06 -1.96 2.62
H12 -1.93 -6.57 4.15
H13 -8.72 -0.80 -1.03
H14 -5.09 -2.91 4.12
H15 -9.88 -0.15 0.13
H16 8.65 -1.78 1.76
H17 -3.64 2.03 0.98
H18 3.77 0.87 -1.30
H19 15.60 -1.27 2.55
H20 4.50 1.51 0.21
H21 -12.31 -4.46 -3.70
H22 15.88 -2.11 1.01
H23 10.33 -3.12 -0.30
H24 -3.91 5.58 -0.39
H25 5.46 1.38 -1.27
H26 1.40 6.14 -1.32
H27 -0.97 -6.70 2.67
H28 8.49 -3.53 -4.26
H29 -5.64 5.61 -0.86
H30 0.63 -0.07 -1.72
H31 -0.56 -1.58 1.48
H32 6.90 -3.10 -3.60
H33 11.33 -4.46 0.29
H34 -9.23 -1.78 0.39
H35 -0.31 0.29 1.86
H36 -1.97 -0.56 2.09
H37 15.40 -3.03 2.49
H38 -4.90 8.35 3.45
H39 7.03 -1.76 1.05
H40 11.81 -3.54 -1.19
H41 8.22 -0.47 0.65
H42 -6.63 8.38 2.98
H43 -2.67 -7.22 2.64
H44 1.36 5.19 0.17

What are the Mulliken partial charges on each atom? They are as follows, in elementary charge units: S 1.0955; P 0.3311; F -0.1547; F -0.2469; F -0.1947; O -0.5487; O -0.5320; O -0.3272; O -0.5473; O -0.5448; O -0.2474; O -0.5379; O -0.5073; O -0.2120; O -0.3259; O -0.2665; O -0.2828; O -0.4334; O -0.3202; O -0.6173; O -0.1709; O -0.3637; O -0.3474; O -0.3161; O -0.3796; O -0.6170; O -0.3172; O -0.5411; C -0.9405; C -0.1708; C 0.7544; C -0.9671; C 0.7770; C -0.2750; C -0.6153; C -0.4539; C -0.7529; C 0.6528; C -0.6255; C -0.5380; C 0.6860; C -0.1194; C -0.4934; C -0.5630; C -0.4141; C 0.7576; C -0.6408; C 0.7556; C -0.6546; C -0.6189; C 0.5733; C 0.8005; H 0.2920; H 0.3256; H 0.4156; H 0.2871; H 0.2170; H 0.3320; H 0.3577; H 0.3014; H 0.2873; H 0.1364; H 0.0453; H 0.2929; H 0.1646; H 0.3392; H 0.2984; H 0.2551; H 0.3884; H 0.2107; H 0.2206; H 0.2826; H 0.2159; H 0.2879; H -0.1104; H 0.1063; H 0.2282; H 0.2895; H 0.2156; H 0.2140; H 0.3122; H 0.2151; H 0.3653; H 0.2937; H 0.3206; H 0.2871; H 0.3194; H 0.2069; H 0.2881; H 0.2886; H 0.2835; H 0.3068; H 0.3167; H 0.2865; H 0.2899; H 0.2822

---

(3)
The following is a quantum chemistry calculation of a molecular structure, C24H44F4Li2N2O32S4 in a non-equilibrium geometry, from the OMol25 dataset.

Max |F|   12.84 eV Å⁻¹
Frontier orbital gap   9.1 eV
Highest occupied orbital energy   -10.39 eV
E_LUMO   -1.30 eV
Electronic energy   -5465.37114 a.u.

Atoms and positions in Å:
S1 -0.04 1.00 -0.30
S2 1.75 0.80 1.18
S3 0.03 -3.93 2.52
S4 -1.47 -3.98 0.78
F1 2.07 -0.34 2.26
F2 -1.26 0.17 -1.00
F3 1.13 -2.99 3.21
F4 -1.85 -3.04 -0.44
O1 -0.73 -0.05 3.57
O2 -3.39 -0.93 -3.65
O3 -4.31 -0.88 -0.28
O4 -5.41 0.03 -3.63
O5 0.87 1.39 -1.42
O6 -0.84 2.02 0.39
O7 0.70 -3.43 -4.13
O8 7.17 4.07 1.42
O9 2.92 -2.57 0.55
O10 -2.74 -4.01 1.51
O11 8.03 2.03 -2.62
O12 1.05 -5.00 2.22
O13 -5.01 -0.31 1.69
O14 0.63 -2.75 -1.89
O15 4.89 3.66 1.24
O16 -4.23 5.58 -0.48
O17 -0.89 -0.22 5.94
O18 -1.42 1.63 4.92
O19 -6.49 5.25 0.09
O20 -5.05 -2.19 -3.83
O21 6.59 1.78 -4.36
O22 -0.98 -5.16 0.11
O23 -0.76 -4.04 3.71
O24 -2.78 -0.55 1.42
O25 1.23 1.93 1.98
O26 3.55 -4.79 0.42
O27 2.26 -2.05 -3.39
O28 5.62 4.90 2.87
O29 -5.14 3.57 0.41
O30 3.04 0.87 0.48
O31 4.28 -3.57 2.16
O32 6.14 0.81 -2.57
N1 0.43 -0.16 0.58
N2 -0.30 -2.96 1.35
C1 -0.52 -4.12 -4.08
C2 3.54 -3.56 0.95
C3 -6.93 6.53 -0.27
C4 3.04 -1.37 -2.36
C5 -1.00 0.42 4.71
C6 1.12 -2.73 -3.04
C7 -3.94 -0.60 0.96
C8 -2.69 0.36 -3.58
C9 7.00 1.65 -3.14
C10 7.33 2.52 -5.32
C11 5.99 4.17 1.85
C12 -6.46 -2.53 -3.89
C13 -4.67 -0.94 -3.68
C14 -5.18 4.86 0.00
C15 -3.90 2.94 0.66
C16 3.89 3.62 2.20
C17 -6.23 -0.51 0.98
C18 6.08 0.72 -1.18
C19 -5.71 -0.57 -0.40
C20 -0.78 -1.62 5.92
C21 -1.53 2.48 3.78
C22 4.40 -2.32 2.82
C23 4.27 4.88 3.04
C24 2.66 -5.11 -0.73
Li1 -0.74 -1.11 1.81
Li2 0.75 -2.03 0.11
H1 -6.50 -3.61 -4.00
H2 7.78 3.46 -4.99
H3 3.16 -4.87 -1.67
H4 5.59 1.61 -0.78
H5 -0.36 -5.09 -4.56
H6 3.66 -2.06 -1.79
H7 3.80 2.68 2.73
H8 -1.61 0.22 -3.62
H9 -3.10 0.91 -2.74
H10 4.61 -1.49 2.15
H11 5.28 -2.37 3.46
H12 -3.38 2.55 -0.22
H13 -0.62 3.00 3.50
H14 0.21 -1.86 5.54
H15 -1.54 -2.08 5.28
H16 3.60 -2.06 3.50
H17 -1.33 -3.56 -4.54
H18 -2.97 1.00 -4.42
H19 -6.06 -1.34 -1.09
H20 6.60 2.72 -6.11
H21 8.13 1.91 -5.73
H22 2.36 -0.86 -1.69
H23 2.99 3.90 1.65
H24 -6.19 7.09 -0.84
H25 2.42 -6.18 -0.72
H26 1.66 -4.68 -0.74
H27 -7.13 7.14 0.61
H28 5.50 -0.12 -0.81
H29 -7.09 -2.19 -3.06
H30 -0.81 -1.98 6.94
H31 3.70 5.78 2.82
H32 -6.99 -2.12 -4.75
H33 -3.20 3.66 1.07
H34 7.03 0.58 -0.65
H35 4.03 4.62 4.07
H36 -5.63 0.37 -0.94
H37 -6.67 -1.44 1.33
H38 -0.84 -4.28 -3.06
H39 -6.92 0.34 1.00
H40 -7.91 6.43 -0.73
H41 -2.24 3.26 4.02
H42 -1.87 1.93 2.90
H43 3.75 -0.67 -2.80
H44 -3.96 2.12 1.37

Atom charges from the Mulliken analysis, given in e for atoms 1 to 99: S 0.0267; S -0.0746; S 0.4440; S 0.7618; F -0.2167; F -0.2963; F -0.3022; F -0.0874; O -0.0754; O -0.2075; O -0.0276; O -0.6454; O -0.5704; O -0.4418; O -0.3811; O -0.6000; O 0.2554; O -0.5824; O -0.5817; O -0.5957; O -0.3344; O -0.2157; O -0.2055; O -0.6058; O -0.4011; O -0.4354; O -0.3223; O -0.2898; O -0.2971; O -0.5931; O -0.5884; O 0.4549; O -0.4453; O -0.4295; O -0.4025; O -0.2979; O -0.2808; O -0.1602; O -0.4097; O -0.2099; N 0.5730; N -0.3281; C -0.4918; C 0.2142; C -0.6549; C -0.0088; C 0.2965; C 0.3763; C -0.1631; C -0.4740; C 0.6952; C -0.6649; C 0.5877; C -0.6696; C 0.8534; C 0.6896; C -0.6982; C -0.0549; C -0.2492; C -0.5321; C -0.2939; C -0.5048; C -0.2435; C -0.4600; C -0.2933; C -0.2796; Li 1.3172; Li 2.2613; H 0.2439; H 0.3167; H 0.3524; H 0.4183; H 0.3016; H 0.0973; H 0.1698; H 0.1541; H 0.0286; H 0.0946; H 0.3820; H 0.2825; H 0.2208; H 0.2034; H 0.2393; H 0.1394; H 0.2539; H 0.4275; H -0.1144; H 0.2343; H 0.2969; H -0.0990; H 0.0995; H 0.3419; H 0.3625; H -0.1419; H 0.2578; H -0.0726; H 0.2706; H 0.2830; H 0.2547